(1)
C34H57InN3O3Si | ωB97M-V/def2-TZVPD

Summary:
2S+1	1
electronic energy	-59837.124	eV
total charge	+1
LUMO (spin up / spin down)	-6.04 / -3.21	eV
energy above the lowest of the compared OMol25 structures with the same formula, charge and spin	504.5	kJ/mol

Last column: Löwdin charge in e.
Geometry (Å):
O 1.38 -3.05 -1.16  -0.31
O -1.44 -1.89 -3.89  -0.19
C 2.60 -3.50 -1.77  -0.23
C 3.51 -4.10 -0.69  -0.11
H 3.10 -2.62 -2.16  0.13
H 2.41 -4.28 -2.50  0.11
H 3.97 -3.33 -0.01  0.03
H 4.34 -4.63 -1.14  0.10
H 3.02 -4.86 -0.07  0.09
C 0.12 -3.79 -1.45  -0.21
C 0.05 -4.67 -2.64  -0.06
H -0.66 -3.03 -1.44  0.11
H -0.11 -4.32 -0.51  0.11
H -0.04 -4.09 -3.56  0.08
H -0.86 -5.27 -2.62  0.10
H 0.91 -5.33 -2.66  0.08
C -2.85 -1.72 -3.81  -0.27
C -0.81 -1.15 -4.95  -0.28
C -3.51 -2.97 -3.26  -0.07
H -3.26 -1.51 -4.82  0.12
H -3.08 -0.85 -3.16  0.11
H -3.46 -3.79 -3.98  0.08
H -4.57 -2.75 -3.09  0.08
H -3.08 -3.30 -2.31  0.07
C -0.77 -1.87 -6.28  -0.07
H 0.22 -0.96 -4.61  0.11
H -1.31 -0.17 -5.09  0.12
H -0.27 -2.85 -6.21  0.07
H -0.22 -1.26 -7.00  0.08
H -1.78 -2.02 -6.69  0.08
H -0.74 1.46 0.74  0.09
N 1.64 1.29 2.10  0.14
C 1.53 2.54 2.51  -0.30
C 0.35 3.34 2.42  -0.03
C -0.98 3.05 2.14  -0.30
C 2.78 3.22 3.07  -0.01
H 3.69 3.14 2.43  0.09
H 3.06 2.83 4.08  0.09
H 2.58 4.30 3.19  0.08
C -2.11 4.02 2.39  0.00
H -2.55 3.93 3.40  0.09
H -2.89 3.74 1.65  0.10
H -1.78 5.05 2.25  0.08
N -1.29 1.80 1.67  0.07
C 2.74 0.47 2.31  -0.27
C 3.73 0.29 1.29  -0.27
C 3.70 1.12 0.05  -0.03
C 4.72 -0.68 1.47  -0.10
H 5.47 -0.82 0.69  0.12
C 4.77 -1.44 2.64  -0.12
H 5.55 -2.19 2.77  0.11
C 3.85 -1.21 3.66  -0.07
H 3.93 -1.74 4.62  0.13
C 2.85 -0.26 3.53  -0.23
C 1.88 -0.01 4.65  -0.02
C -2.43 1.08 2.11  -0.15
C -3.45 0.61 1.23  -0.20
C -3.48 0.93 -0.24  -0.07
C -4.57 -0.03 1.72  -0.06
H -5.34 -0.40 1.02  0.13
C -4.76 -0.14 3.08  -0.06
H -5.64 -0.58 3.48  0.09
C -3.79 0.30 3.97  -0.05
H -3.94 0.22 5.05  0.12
C -2.63 0.90 3.51  -0.20
C -1.64 1.38 4.58  -0.02
In 2.03 -2.36 0.97  1.21
H 2.95 0.75 -0.66  0.07
H 4.68 1.09 -0.44  0.09
H 3.48 2.17 0.28  0.07
H 1.77 1.06 4.87  0.08
H 2.25 -0.48 5.57  0.09
H 0.88 -0.42 4.45  0.07
H -4.45 1.35 -0.57  0.10
H -3.30 0.03 -0.86  0.08
H -2.78 1.71 -0.49  0.03
H -0.66 0.88 4.56  0.05
H -2.10 1.14 5.56  0.08
H -1.50 2.47 4.56  0.07
H 0.55 4.35 2.72  0.10
C -0.46 1.21 -0.87  -0.06
Si -0.01 2.55 -2.14  0.50
H 0.24 0.39 -0.90  0.00
H -1.39 0.68 -0.56  0.00
C 1.32 2.12 -3.44  -0.17
C 0.73 3.95 -1.10  -0.17
C -1.62 2.91 -3.07  -0.18
H -1.99 1.94 -3.44  0.02
H -1.54 3.60 -3.92  0.04
H -2.38 3.31 -2.37  0.03
H 2.27 1.83 -2.99  0.02
H 1.52 2.99 -4.10  0.04
H 1.00 1.30 -4.09  0.01
H 1.47 3.53 -0.41  0.01
H -0.03 4.45 -0.48  0.03
H 1.24 4.72 -1.70  0.04
O -1.49 -2.22 3.44  0.14
C -0.87 -2.27 2.45  -0.51
N -0.20 -2.29 1.46  0.02

(2)
C6H13NO | ωB97M-V/def2-TZVPD

Summary:
2S+1	1
electronic energy	-9969.236	eV
LUMO	0.89	eV
energy above the lowest of the compared OMol25 structures with the same formula, charge and spin	187.0	kJ/mol

Last column: Löwdin charge in e.
Geometry (Å):
C -2.76 -0.07 0.17  -0.04
C -1.52 0.75 -0.17  -0.41
O -1.05 1.45 0.98  -0.05
C -0.35 -0.03 -0.73  -0.18
C 0.18 -1.47 -0.43  -0.04
C 0.85 -0.26 0.14  -0.28
C 2.18 0.32 -0.31  -0.26
N 3.32 -0.02 0.51  -0.01
H -3.10 -0.62 -0.71  0.08
H -3.57 0.58 0.50  0.07
H -2.54 -0.78 0.97  0.08
H -1.81 1.50 -0.93  0.14
H -1.75 2.01 1.31  0.09
H -0.16 0.21 -1.77  0.13
H 0.54 -1.97 -1.32  0.09
H -0.27 -2.16 0.27  0.09
H 0.69 -0.10 1.20  0.14
H 2.09 1.41 -0.29  0.12
H 2.40 0.02 -1.34  0.12
H 3.15 0.23 1.48  0.06
H 3.48 -1.02 0.49  0.06

(3)
C18H30FNO7Pb | ωB97M-V/def2-TZVPD

Summary:
2S+1	2
electronic energy	-42928.957	eV
total charge	+1
LUMO (spin up / spin down)	-5.22 / -5.13	eV

Last column: Mulliken spin population.
Geometry (Å):
Pb 3.77 0.31 2.58  1.08
O -0.06 -1.88 0.87  0.00
H 0.73 -2.41 0.98  0.00
H -0.78 -2.12 1.47  0.00
H 0.16 -0.96 1.03  0.00
F 1.53 0.22 1.53  -0.11
C 0.46 -0.91 -1.93  0.00
O 1.09 -2.18 -2.05  0.00
C 1.44 -2.65 -3.42  0.00
C 2.06 -4.03 -3.42  0.00
N 1.42 -5.01 -2.47  0.00
C 0.08 -5.23 -3.09  0.00
C -0.68 -6.39 -2.49  0.00
O -0.91 -6.43 -1.09  0.00
C -1.67 -5.20 -0.72  0.00
H 0.73 -0.38 -1.02  0.00
H -0.62 -1.00 -1.88  0.00
H 0.63 -0.15 -2.70  0.00
H 2.05 -1.94 -3.98  0.00
H 0.43 -2.74 -3.83  0.00
H 3.13 -4.06 -3.22  0.00
H 2.01 -4.54 -4.38  0.00
H 1.14 -4.46 -1.67  0.00
H 0.17 -5.60 -4.11  0.00
H -0.60 -4.38 -3.11  0.00
H -0.11 -7.29 -2.73  0.00
H -1.64 -6.44 -3.00  0.00
H -2.64 -5.19 -1.21  0.00
H -1.15 -4.26 -0.89  0.00
H -1.93 -5.14 0.34  0.00
C -2.84 1.51 3.17  0.00
C -3.56 2.59 3.61  0.00
C -2.80 3.66 4.07  0.00
C -1.45 3.56 4.18  0.00
C -0.74 2.51 3.61  -0.03
C -1.47 1.43 3.18  0.00
O -0.85 0.32 2.72  0.00
O -3.41 4.75 4.58  0.00
H -3.44 0.68 2.83  0.00
H -4.64 2.51 3.63  0.00
H -0.94 4.44 4.56  0.00
H 0.34 2.55 3.57  0.03
H 0.05 0.49 2.44  0.01
H -3.01 5.26 5.30  0.00
C 0.41 5.02 0.91  0.00
C 0.77 3.66 0.57  0.01
C 1.64 3.43 -0.50  0.00
C 2.18 4.51 -1.22  0.00
C 1.88 5.83 -0.86  0.00
C 0.94 6.04 0.19  0.00
O 0.50 7.26 0.46  0.00
O 2.07 2.09 -0.77  0.00
H -0.29 5.26 1.69  0.00
H 0.37 2.80 1.08  0.00
H 2.79 4.23 -2.07  0.00
H 2.36 6.64 -1.39  0.00
H 1.13 7.91 0.14  0.00
H 1.76 1.50 -0.08  0.00

(4)
C3H2O5 | ωB97M-V/def2-TZVPD

Summary:
2S+1	1
electronic energy	-13379.444	eV
LUMO	0.05	eV
energy above the lowest of the compared OMol25 structures with the same formula, charge and spin	128.0	kJ/mol

Last column: Löwdin charge in e.
Geometry (Å):
O -2.93 -0.01 -0.04  0.22
C -1.78 0.08 -0.06  -0.49
O -1.02 1.20 -0.15  0.19
C 0.33 0.77 -0.12  -0.31
O 1.20 1.75 -0.02  0.15
C 0.40 -0.52 -0.11  -0.33
O 1.35 -1.45 -0.18  0.13
O -0.90 -1.05 -0.06  0.14
H 2.04 1.19 0.09  0.17
H 1.31 -1.96 0.64  0.13

(5)
C17H12BrF6N2O9S2SeTa | ωB97M-V/def2-TZVPD

Summary:
2S+1	1
electronic energy	-214148.128	eV
LUMO	-1.32	eV
energy above the lowest of the compared OMol25 structures with the same formula, charge and spin	59.6	kJ/mol

Last column: Löwdin charge in e.
Geometry (Å):
Ta 0.10 0.49 1.03  1.65
O -3.67 1.18 0.78  0.17
C -2.89 0.55 1.42  -0.49
O -1.62 0.98 1.69  -0.30
C -3.14 -0.83 1.98  -0.07
C -2.30 -1.08 3.24  -0.24
C -2.79 -2.35 3.94  -0.08
C -2.22 -3.45 3.01  -0.08
C -1.53 -2.61 1.94  -0.24
O -1.03 -1.48 2.69  -0.13
C -2.57 -1.96 1.02  -0.06
C -1.98 -1.43 -0.27  -0.46
O -2.46 -1.54 -1.34  0.20
O -0.79 -0.74 -0.08  -0.21
H -4.21 -0.93 2.13  0.17
H -2.17 -0.21 3.88  0.16
H -2.37 -2.41 4.95  0.12
H -3.87 -2.37 4.02  0.12
H -1.49 -4.06 3.53  0.12
H -2.98 -4.10 2.59  0.12
H -0.72 -3.11 1.42  0.13
H -3.36 -2.65 0.72  0.17
F 5.20 -0.01 1.09  0.17
C 4.15 -0.80 1.20  -0.67
F 4.52 -2.07 1.14  0.16
F 3.52 -0.58 2.33  0.15
S 3.07 -0.45 -0.33  0.73
O 1.90 0.33 0.28  -0.53
O 3.86 0.34 -1.19  -0.20
N 2.57 -1.77 -0.97  -0.26
S 1.63 -2.75 -0.11  0.66
O 1.37 -2.15 1.19  -0.35
O 0.53 -3.23 -0.89  -0.23
C 2.68 -4.28 0.20  -0.67
F 2.85 -4.41 1.51  0.15
F 3.85 -4.19 -0.41  0.16
F 2.03 -5.33 -0.27  0.16
Se 0.84 1.45 3.25  0.73
C 2.48 2.07 2.66  -0.77
N 3.50 2.46 2.29  0.10
Br -0.04 6.31 -2.59  0.75
C 0.00 4.71 -1.59  -0.69
C 1.23 4.14 -1.27  -0.12
C 1.25 2.96 -0.55  -0.10
C 0.06 2.34 -0.12  -0.25
C -1.15 2.95 -0.46  -0.08
C -1.18 4.12 -1.20  -0.12
H 2.15 4.62 -1.57  0.11
H 2.22 2.55 -0.31  0.08
H -2.09 2.52 -0.14  0.08
H -2.13 4.57 -1.46  0.11

(6)
C20H19MoN5O2 | ωB97M-V/def2-TZVPD

Summary:
2S+1	3
electronic energy	-34400.791	eV
total charge	+4
LUMO (spin up / spin down)	-15.42 / -16.29	eV
energy above the lowest of the compared OMol25 structures with the same formula, charge and spin	22.2	kJ/mol

Last column: Mulliken spin population.
Geometry (Å):
N 2.16 1.14 -0.26  0.01
C 3.23 1.06 0.19  0.02
C 4.54 1.15 0.77  0.00
H 5.22 1.66 0.06  0.00
H 4.93 0.15 0.99  0.00
H 4.48 1.73 1.70  0.00
N -1.01 -2.16 1.19  -0.06
C -1.57 -2.97 1.81  0.03
C -2.32 -3.85 2.67  0.00
H -1.67 -4.67 3.01  0.00
H -3.17 -4.27 2.11  0.00
H -2.69 -3.29 3.54  0.00
N -0.48 0.84 -2.09  0.00
C -1.02 1.00 -3.11  0.01
C -1.74 1.38 -4.30  0.00
H -2.74 1.74 -4.02  0.00
H -1.84 0.51 -4.97  0.00
H -1.19 2.18 -4.83  0.00
Mo 0.25 -1.09 -0.54  1.01
C -1.82 0.02 -0.04  -0.02
O -2.78 0.53 0.32  0.01
C 0.56 -0.09 1.61  -0.01
O 0.54 0.27 2.70  0.00
C 2.12 -2.22 -0.55  -0.06
C 2.15 -1.38 -1.67  0.07
C 1.08 -1.35 -2.56  -0.02
C -0.03 -2.19 -2.37  -0.04
C 0.00 -3.11 -1.31  0.04
C 1.06 -3.12 -0.40  -0.02
H 2.90 -2.16 0.20  0.00
H 2.97 -0.68 -1.80  0.01
H 1.09 -0.63 -3.37  0.00
H -0.90 -2.11 -3.00  0.00
H -0.85 -3.77 -1.18  0.01
H 1.08 -3.80 0.44  0.01
N -2.57 4.98 3.98  0.37
C -2.03 4.61 3.01  0.05
C -1.36 4.13 1.83  0.18
C -0.88 5.00 0.83  0.01
C -0.17 4.46 -0.23  0.02
C 0.00 3.07 -0.27  0.19
N -0.49 2.28 0.64  -0.05
C -1.17 2.74 1.67  0.19
H -1.05 6.07 0.95  0.00
H 0.24 5.06 -1.04  0.00
H 0.60 2.62 -1.05  0.04
H -1.55 2.04 2.41  -0.01

(7)
C31H41GeN7S2W | ωB97M-V/def2-TZVPD

Summary:
2S+1	2
electronic energy	-123231.882	eV
total charge	+3
LUMO (spin up / spin down)	-9.96 / -9.96	eV
energy above the lowest of the compared OMol25 structures with the same formula, charge and spin	0.0	kJ/mol

Last column: Mulliken spin population.
Geometry (Å):
W -0.86 -0.49 -1.02  0.83
N -2.24 0.48 0.43  0.07
C -2.96 -0.34 1.42  0.01
C -3.61 -1.44 0.62  0.00
N -2.64 -2.05 -0.36  -0.01
C -3.38 -2.45 -1.59  0.00
C -3.56 -1.24 -2.48  0.01
N -2.20 -0.72 -2.82  0.01
C -2.02 -3.24 0.31  0.00
C -1.06 -2.75 1.37  0.01
N -0.24 -1.60 0.85  0.04
H -1.75 1.26 0.89  0.01
H -2.97 0.88 -0.16  -0.01
H -3.70 0.27 1.95  0.00
H -2.25 -0.68 2.17  0.00
H -4.44 -1.01 0.05  0.00
H -4.04 -2.21 1.25  0.00
H -4.34 -2.90 -1.33  0.00
H -2.79 -3.20 -2.11  0.00
H -4.11 -0.44 -1.98  0.00
H -4.11 -1.50 -3.38  0.00
H -2.29 0.12 -3.39  0.00
H -1.74 -1.41 -3.41  0.01
H -1.52 -3.84 -0.44  0.00
H -2.80 -3.87 0.74  0.00
H -0.39 -3.55 1.68  0.00
H -1.59 -2.43 2.26  0.00
H 0.66 -1.97 0.56  -0.01
H 0.02 -0.98 1.62  0.00
C 2.00 -4.88 -2.74  0.00
S 2.65 -3.25 -3.18  0.00
C 1.42 -2.16 -2.71  0.02
S -0.05 -2.66 -1.88  -0.02
N 1.62 -0.91 -2.99  0.00
N 0.55 -0.11 -2.62  -0.01
C 0.46 0.96 -3.34  0.02
C -0.52 1.94 -2.99  0.01
C -0.63 3.11 -3.72  0.00
C -1.51 4.09 -3.29  0.00
C -2.22 3.85 -2.13  0.00
C -2.06 2.65 -1.46  0.01
N -1.24 1.66 -1.87  0.00
H 2.63 -5.58 -3.30  0.00
H 0.97 -5.01 -3.08  0.00
H 2.10 -5.08 -1.68  0.00
H 1.16 1.10 -4.16  0.00
H -0.02 3.25 -4.61  0.00
H -1.62 5.02 -3.84  0.00
H -2.90 4.59 -1.73  0.00
H -2.62 2.54 -0.54  0.00
C 1.93 2.29 -1.05  0.00
Ge 1.08 0.97 0.10  0.01
C 0.09 1.90 1.51  0.01
C -0.45 3.17 1.27  0.00
C -1.20 3.83 2.24  0.00
C -1.42 3.23 3.47  0.00
C -0.88 1.97 3.73  0.00
C -0.13 1.32 2.76  0.00
C 2.49 -0.15 0.88  -0.02
C 2.83 -1.35 0.30  0.05
C 3.86 -2.18 0.79  0.00
C 4.55 -1.79 1.90  0.00
C 4.29 -0.54 2.51  0.00
C 5.07 -0.11 3.61  0.00
C 4.90 1.12 4.16  0.00
C 3.94 2.00 3.61  0.00
C 3.15 1.61 2.57  0.00
C 3.28 0.32 1.99  -0.01
H 2.64 2.81 -0.40  0.00
H 1.27 3.03 -1.49  0.00
H 2.51 1.80 -1.83  0.00
H -0.25 3.68 0.33  0.00
H -1.58 4.83 2.05  0.00
H -1.99 3.74 4.23  0.00
H -1.01 1.52 4.71  0.00
H 0.36 0.39 3.03  0.00
H 2.34 -1.68 -0.61  -0.03
H 4.10 -3.11 0.29  0.00
H 5.33 -2.41 2.31  0.00
H 5.83 -0.78 4.00  0.00
H 5.51 1.44 5.00  0.00
H 3.84 3.00 4.03  0.00
H 2.45 2.32 2.17  0.00

(8)
C3H3NO2S | ωB97M-V/def2-TZVPD

Summary:
2S+1	1
electronic energy	-19576.349	eV
LUMO	-0.58	eV
energy above the lowest of the compared OMol25 structures with the same formula, charge and spin	427.2	kJ/mol

Last column: Löwdin charge in e.
Geometry (Å):
C -0.78 -0.40 -1.39  -0.48
C 0.53 0.44 -1.10  0.00
C 0.49 0.35 0.53  -0.70
H 1.44 0.09 -1.64  0.12
H 0.03 1.65 -1.45  0.24
H -2.21 -1.05 0.02  0.17
N -1.50 -0.39 -0.24  0.08
O -1.11 -0.62 -2.54  0.07
O -0.77 -0.08 0.84  -0.12
S 1.55 0.34 1.88  0.62